144
Properties=species:S:1:pos:R:3:forces:R:3:mulliken_spin:R:1 method="wB97M-V/def2-TZVPD" energy_ha=-3503.73743 s2=0.7548 charge=+1 multiplicity=2 max_force_ev_per_a=5.6 homo_energy_ev="-11.22 / -11.22" lumo_ha="-0.0882 / -0.2836"
C -1.357 5.344 -2.240 0.5 0.6 -0.9 0.00
C -2.551 4.683 -2.839 -0.9 -1.0 0.9 0.00
O -2.884 3.571 -2.438 0.5 -1.1 0.0 0.00
N -3.325 5.266 -3.766 0.9 1.3 -0.1 0.00
C -3.549 6.724 -3.812 -0.9 -0.9 -0.8 0.00
H -0.753 5.756 -3.049 0.1 0.2 -0.1 0.00
H -0.735 4.598 -1.746 -0.4 0.2 0.3 0.00
H -1.649 6.193 -1.623 0.1 -0.2 0.3 0.00
H -4.066 4.647 -4.063 -0.2 0.3 0.1 0.00
H -2.699 7.346 -3.531 0.0 -0.4 0.0 0.00
H -4.421 6.931 -3.192 0.2 0.4 0.2 0.00
H -3.841 6.933 -4.842 0.2 0.4 0.1 0.00
C -0.009 -3.886 0.650 2.4 0.9 0.6 0.00
C -1.079 -4.092 1.617 0.3 1.1 -0.8 0.00
O -2.009 -4.702 1.229 -4.4 -2.8 -0.9 0.00
N -0.968 -3.569 2.819 1.1 1.4 2.4 0.00
C -1.876 -3.688 3.962 -0.1 -0.4 -1.0 0.00
H 0.625 -3.113 1.085 0.7 -0.1 -0.5 0.00
H -0.254 -3.568 -0.363 -0.5 -0.3 0.3 0.00
H 0.496 -4.851 0.683 0.5 0.1 -0.5 0.00
H -0.167 -2.973 2.973 -0.1 -0.1 0.1 0.00
H -2.221 -2.713 4.306 0.1 0.0 -0.1 0.00
H -1.406 -4.186 4.809 0.0 -0.2 -0.1 0.00
H -2.722 -4.259 3.579 -0.1 -0.1 0.4 0.00
C -0.772 0.798 -3.741 1.1 1.3 0.9 0.03
C -1.387 0.276 -4.987 -2.9 -3.2 3.4 0.02
O -0.939 0.541 -6.076 1.4 1.0 -2.8 0.85
N -2.387 -0.618 -4.828 1.1 1.4 -0.6 0.08
C -2.959 -1.433 -5.883 -0.3 -0.5 -0.5 0.01
H 0.253 1.123 -3.923 -0.1 -0.1 -0.1 0.00
H -0.750 0.094 -2.909 -0.1 -0.7 -0.5 0.02
H -1.339 1.637 -3.338 -0.3 0.4 -0.5 -0.01
H -2.702 -0.752 -3.878 0.0 -0.2 0.2 0.00
H -3.008 -0.948 -6.858 0.0 0.5 0.3 0.00
H -3.969 -1.720 -5.592 0.1 0.1 0.0 0.00
H -2.385 -2.343 -6.061 0.2 0.0 0.3 0.00
O -4.887 2.547 3.856 0.8 -0.8 -0.3 0.00
C -4.179 1.599 4.097 -1.3 1.4 -0.4 0.00
O -3.452 0.959 3.140 -0.4 0.6 -1.1 0.00
C -2.541 0.055 3.728 0.0 0.1 1.4 0.00
C -3.278 -0.291 5.015 0.7 -1.5 0.9 0.00
C -3.992 0.952 5.424 0.5 0.7 0.2 0.00
H -1.627 0.623 3.902 0.3 -0.1 0.2 0.00
H -2.265 -0.829 3.153 -0.6 0.3 -0.4 0.00
H -2.575 -0.649 5.766 -0.2 -0.3 0.0 0.00
H -4.037 -1.045 4.809 0.2 -0.3 -0.1 0.00
H -3.349 1.597 6.022 0.1 0.2 0.0 0.00
H -4.933 0.893 5.972 0.1 -0.3 -0.2 0.00
O -1.870 -1.978 -1.505 -1.7 -0.7 -1.0 0.00
C -2.749 -2.685 -1.998 2.7 1.0 1.1 0.00
O -3.868 -2.165 -2.529 0.7 1.0 0.3 0.00
C -4.727 -3.187 -3.017 0.4 -1.2 -0.6 0.00
C -3.699 -4.339 -3.335 -1.3 0.0 0.8 0.00
C -2.709 -4.165 -2.162 -0.6 -0.6 -1.1 0.00
H -5.212 -2.787 -3.907 -0.1 -0.2 0.1 0.00
H -5.459 -3.380 -2.232 0.0 -0.3 -0.2 0.00
H -3.314 -4.139 -4.335 0.6 0.1 0.2 0.00
H -4.080 -5.360 -3.373 -0.4 0.2 0.1 0.00
H -1.764 -4.667 -2.369 0.3 0.8 0.1 0.00
H -3.041 -4.626 -1.232 -0.4 0.0 0.1 0.00
O 1.711 -1.164 -0.020 -2.8 1.8 0.2 0.00
C 0.739 -0.389 0.056 2.6 -2.7 1.8 0.00
O 0.549 0.547 -0.841 1.2 0.2 -1.8 0.00
C -0.413 1.456 -0.425 -2.4 0.6 -0.6 0.00
C -1.316 0.659 0.463 -0.6 -0.3 1.3 0.00
C -0.306 -0.183 1.197 0.7 -0.4 -1.0 0.00
H -1.052 1.729 -1.265 0.6 0.7 -0.2 0.00
H 0.038 2.322 0.060 0.0 0.0 0.0 0.00
H -1.950 -0.060 -0.057 -0.1 0.4 -0.5 0.00
H -1.960 1.270 1.096 0.1 0.0 0.0 0.00
H -0.712 -1.123 1.571 0.5 0.2 0.2 0.00
H 0.219 0.422 1.937 0.0 -0.3 0.4 0.00
O -6.754 2.311 -0.026 2.0 2.0 1.2 0.00
C -5.879 3.041 0.453 -1.8 -1.8 -1.2 0.00
O -6.159 4.265 0.990 -0.6 -1.4 -0.1 0.00
C -5.006 4.885 1.521 0.8 0.5 -0.9 0.00
C -3.828 4.089 0.994 1.1 -0.9 -0.7 0.00
C -4.386 2.718 0.568 -0.8 1.0 1.0 0.00
H -4.958 4.925 2.609 -0.6 0.0 -0.1 0.00
H -5.025 5.865 1.046 0.2 0.3 0.6 0.00
H -3.027 4.007 1.728 0.0 0.0 0.1 0.00
H -3.385 4.499 0.086 -0.1 0.5 0.1 0.00
H -4.329 2.027 1.409 0.1 -0.2 -0.3 0.00
H -3.933 2.310 -0.336 -0.3 0.1 0.1 0.00
O 0.719 -1.482 3.671 0.2 0.5 0.9 0.00
C 1.086 -0.802 4.608 0.4 -0.8 -1.3 0.00
O 0.350 -0.642 5.708 -0.8 0.1 -0.1 0.00
C 0.837 0.414 6.553 1.3 -0.8 0.7 0.00
C 2.139 0.844 5.893 1.0 1.8 -0.8 0.00
C 2.418 -0.104 4.733 -0.5 0.4 0.6 0.00
H 1.087 -0.017 7.522 -0.5 -0.1 0.1 0.00
H 0.081 1.190 6.673 0.1 -0.1 -0.2 0.00
H 3.059 0.973 6.463 -0.5 -0.4 0.8 0.00
H 2.014 1.853 5.500 -0.2 0.1 -0.2 0.00
H 3.174 -0.842 4.999 0.0 -0.1 -0.1 0.00
H 2.749 0.447 3.853 -0.2 -0.4 -0.2 0.00
O 7.296 -1.104 1.262 -3.8 -3.1 2.0 0.00
C 6.385 -1.874 1.717 3.0 3.4 -2.7 0.00
O 5.104 -1.753 1.281 0.0 0.2 -0.1 0.00
C 4.159 -2.677 1.915 2.2 0.6 0.5 0.00
C 5.139 -3.647 2.612 -0.1 -1.9 -0.2 0.00
C 6.549 -3.035 2.629 -0.7 0.5 0.7 0.00
H 3.530 -3.122 1.144 0.0 0.2 0.2 0.00
H 3.589 -2.079 2.627 -0.3 -0.2 -0.2 0.00
H 5.211 -4.570 2.036 -0.2 0.0 -0.3 0.00
H 4.786 -4.020 3.573 0.0 0.4 0.2 0.00
H 7.413 -3.604 2.285 -0.4 -0.4 -0.1 0.00
H 6.816 -2.711 3.635 0.0 0.3 0.0 0.00
O 1.851 8.880 1.278 0.2 -2.7 -1.5 0.00
C 2.019 7.768 0.761 -0.5 4.3 2.5 0.00
O 1.029 6.851 0.757 0.6 -1.0 -0.4 0.00
C 1.563 5.668 0.112 -0.2 -0.4 -0.7 0.00
C 3.060 5.793 0.159 0.1 -1.1 -0.9 0.00
C 3.295 7.276 0.169 0.7 -0.8 0.3 0.00
H 1.202 5.641 -0.916 -0.2 0.0 0.0 0.00
H 1.362 4.713 0.596 -1.0 0.4 0.3 0.00
H 3.504 5.290 -0.700 0.1 0.0 0.0 0.00
H 3.340 5.203 1.031 0.7 0.7 0.3 0.00
H 3.422 7.715 -0.821 0.0 -0.1 0.0 0.00
H 4.193 7.459 0.759 -0.3 0.8 0.1 0.00
O 2.108 -0.582 -5.007 0.6 -0.4 0.7 0.00
C 3.101 -0.919 -4.387 -0.1 0.5 -1.0 0.00
O 4.230 -1.302 -5.019 -0.4 0.3 -1.2 0.00
C 5.266 -1.633 -4.110 0.3 -0.4 1.2 0.00
C 4.852 -0.951 -2.834 0.9 -0.4 1.2 0.00
C 3.347 -0.970 -2.912 -0.2 0.5 0.5 0.00
H 6.286 -1.350 -4.373 -0.4 0.3 -0.9 0.00
H 5.264 -2.712 -3.956 0.0 -0.1 -0.3 0.00
H 5.264 0.047 -2.682 -0.3 0.3 -0.6 0.00
H 5.324 -1.464 -1.996 -0.5 -0.3 0.2 0.00
H 2.922 -0.122 -2.375 -0.4 -0.2 -0.2 0.00
H 2.875 -1.887 -2.558 0.1 0.0 0.2 0.00
O 5.168 -5.145 -4.104 1.3 0.2 -1.1 0.00
C 4.412 -5.221 -3.204 -0.2 -1.3 0.1 0.00
O 3.282 -4.524 -3.197 -1.6 1.3 0.4 0.00
C 2.631 -4.584 -1.922 0.9 -0.6 1.1 0.00
C 3.545 -5.514 -1.070 -2.4 0.4 1.8 0.00
C 4.416 -6.172 -2.037 1.9 -0.5 -0.2 0.00
H 1.655 -5.068 -1.926 -0.1 0.4 -0.8 0.00
H 2.580 -3.600 -1.456 -0.2 0.1 -0.3 0.00
H 2.856 -6.172 -0.541 0.2 -0.4 0.0 0.00
H 4.040 -5.006 -0.242 0.4 0.3 -0.4 0.00
H 4.117 -7.160 -2.386 -0.3 0.1 -0.1 0.00
H 5.420 -6.295 -1.630 0.1 0.0 -0.3 0.00

=====

94
Properties=species:S:1:pos:R:3:forces:R:3:mulliken_charge:R:1 method="wB97M-V/def2-TZVPD" energy_ha=-2619.47107 max_force_ev_per_a=4.2 homo_energy_ev=-5.70 lumo_ha=-0.0720
Ba -1.456 1.369 1.953 -0.8 0.0 -1.3 2.23
C -4.876 4.372 3.624 -0.1 0.1 0.1 -0.56
O -3.748 5.001 4.223 -0.1 0.1 -0.2 -0.52
C -2.763 4.216 4.754 0.0 0.1 0.0 0.12
C -2.000 4.790 5.749 0.1 0.1 0.2 -0.60
C -0.931 4.114 6.344 -0.1 0.1 -0.1 -0.64
C -0.654 2.821 5.949 -0.1 -0.1 -0.2 -0.74
C -1.435 2.218 4.956 0.1 -0.3 0.0 1.20
C -1.258 0.765 4.619 0.2 -0.2 1.1 -0.79
N -0.275 0.320 3.944 0.3 -0.9 0.9 -0.37
N -0.215 -1.082 3.726 -0.2 0.2 0.3 -0.35
C -1.089 -1.572 2.882 -0.1 0.2 -0.1 0.53
O -1.970 -0.924 2.205 0.0 -2.1 0.6 -1.05
C -1.027 -3.072 2.680 0.1 0.2 0.0 0.27
C -1.899 -3.655 1.769 0.0 -0.2 -0.1 -0.33
C -1.894 -5.033 1.561 0.0 0.1 0.0 -0.64
C -1.013 -5.841 2.267 0.0 0.1 0.1 -0.36
C -0.133 -5.261 3.180 -0.1 0.1 -0.1 -0.64
C -0.140 -3.886 3.385 0.0 -0.1 0.0 -0.18
C -2.479 2.912 4.290 -0.1 -0.6 -0.2 0.66
O -3.085 2.349 3.260 -1.2 1.0 1.7 -1.21
H -4.623 3.877 2.693 0.0 0.0 0.0 0.06
H -5.591 5.173 3.447 0.0 0.1 0.0 0.30
H -5.320 3.633 4.295 0.0 0.0 0.0 0.29
H -2.255 5.802 6.050 0.0 -0.1 0.0 0.40
H -0.341 4.597 7.115 0.0 0.0 0.0 0.35
H 0.151 2.257 6.404 0.0 0.0 0.0 0.44
H -2.033 0.074 4.958 -0.1 0.0 0.0 0.19
H -2.580 -3.003 1.235 0.0 0.0 0.0 0.38
H -2.586 -5.475 0.851 0.0 0.0 0.0 0.38
H -1.016 -6.915 2.117 0.0 0.1 0.0 0.39
H 0.555 -5.885 3.739 0.0 0.0 0.0 0.39
H 0.534 -3.418 4.091 0.0 0.0 0.0 0.48
F 2.430 -3.847 -1.446 -0.1 0.0 0.1 -0.36
C 2.701 -2.523 -1.552 0.1 0.0 0.0 0.19
C 1.863 -1.629 -0.958 -0.3 -0.2 0.2 -0.56
C 2.136 -0.273 -1.011 -0.1 0.4 0.1 0.55
C 1.189 0.666 -0.348 0.3 0.2 -0.2 1.33
O 0.161 0.209 0.123 -0.1 -0.3 -0.2 -0.80
C 1.612 2.058 -0.326 0.1 -0.3 -0.1 -0.19
C 2.752 2.389 -0.972 0.1 -0.1 0.0 -0.38
N 3.560 1.533 -1.679 0.0 -0.1 -0.1 0.24
C 4.770 2.019 -2.297 -0.2 -0.1 0.1 -0.24
C 4.866 2.035 -3.798 0.0 0.0 -0.1 -0.46
C 4.722 3.315 -3.026 0.0 0.2 -0.1 -0.97
C 3.280 0.171 -1.670 0.2 0.3 0.0 -0.20
C 4.113 -0.759 -2.303 0.1 0.3 -0.1 -0.69
C 3.841 -2.111 -2.245 -0.1 -0.3 -0.1 -0.96
N 4.687 -3.028 -2.932 0.2 0.0 0.0 0.24
C 6.128 -2.849 -2.807 -0.1 -0.2 0.1 -0.66
C 6.754 -3.096 -4.185 -0.1 -0.2 -0.1 -0.75
N 5.788 -3.984 -4.937 0.0 0.0 0.4 -0.17
C 5.315 -5.091 -4.024 0.1 0.2 -0.1 -0.67
C 4.354 -4.450 -3.006 0.1 0.1 -0.2 -0.80
C 0.875 3.197 0.396 -0.5 -0.1 0.0 -0.15
O 1.489 4.255 0.512 -0.2 -0.1 0.0 -0.77
O -0.306 2.893 0.785 2.7 2.6 -2.0 -0.68
H 0.982 -1.970 -0.417 0.1 0.1 -0.1 0.87
H 3.073 3.423 -0.923 0.0 0.0 0.0 0.79
H 5.677 1.793 -1.747 0.0 0.0 0.1 0.41
H 4.000 1.689 -4.350 0.0 0.0 0.1 0.24
H 5.825 1.805 -4.247 -0.1 0.0 0.0 0.30
H 3.767 3.819 -3.079 0.0 0.0 0.0 0.35
H 5.577 3.970 -2.934 0.0 0.0 0.0 0.25
H 4.962 -0.396 -2.868 0.0 -0.1 0.0 0.73
H 6.542 -3.548 -2.072 0.0 0.0 0.0 0.30
H 6.378 -1.852 -2.469 0.0 0.1 0.0 0.48
H 7.705 -3.617 -4.125 0.1 0.0 0.0 0.38
H 6.869 -2.187 -4.769 0.0 0.1 0.0 0.44
H 6.175 -4.323 -5.812 0.1 -0.1 0.0 0.32
H 4.973 -3.400 -5.133 -0.1 0.0 -0.1 0.36
H 6.208 -5.504 -3.564 0.0 0.0 0.0 0.32
H 4.836 -5.862 -4.620 0.0 0.0 0.0 0.38
H 4.453 -4.973 -2.055 0.0 -0.1 0.1 0.46
H 3.329 -4.563 -3.345 0.0 0.0 0.0 0.52
O -9.323 0.045 -0.594 0.2 0.2 0.0 -0.55
C -8.743 1.234 -0.084 0.0 -0.2 0.0 -0.51
N -7.311 1.279 -0.215 0.1 0.0 -0.1 -0.08
C -6.733 1.796 -1.336 0.0 0.1 0.0 0.39
O -7.393 2.264 -2.250 0.0 -0.1 0.0 -0.67
C -5.233 1.781 -1.397 -0.2 0.0 0.0 0.68
C -4.619 1.978 -2.624 0.1 0.0 -0.2 -0.20
C -3.237 1.967 -2.700 -0.1 0.0 -0.1 -0.96
C -2.512 1.757 -1.536 -0.1 0.0 0.1 -0.25
N -3.094 1.575 -0.351 -0.3 0.1 -0.4 0.36
C -4.425 1.599 -0.288 0.3 -0.1 0.2 -0.94
H -9.226 0.069 -1.553 0.0 0.0 0.0 0.33
H -8.996 1.270 0.969 0.0 -0.1 0.1 0.35
H -9.137 2.107 -0.590 -0.1 0.1 -0.1 0.37
H -6.750 0.746 0.428 0.0 0.0 0.0 0.18
H -5.241 2.143 -3.495 0.0 0.0 0.0 0.49
H -2.726 2.122 -3.641 0.0 0.0 0.0 0.42
H -1.425 1.740 -1.534 -0.1 0.0 0.0 0.25
H -4.842 1.486 0.711 0.1 0.0 -0.1 0.28

=====

27
Properties=species:S:1:pos:R:3:forces:R:3:mulliken_charge:R:1 method="wB97M-V/def2-TZVPD" energy_ha=-705.36179 charge=-1 max_force_ev_per_a=5.3 homo_energy_ev=-5.04 lumo_ha=0.1159
O 1.052 -2.731 -0.323 2.0 -0.2 3.2 -0.60
C 0.168 -2.384 -1.031 -1.4 0.3 -4.7 0.53
N -0.444 -1.170 -1.121 1.3 -0.8 0.4 -0.12
C 0.209 0.128 -0.474 1.0 -1.9 -0.8 -0.20
O -0.434 1.134 -0.984 -0.4 1.2 0.1 -0.94
C -0.034 -3.366 -2.279 0.2 0.8 1.2 -1.03
H -0.966 -1.018 -1.975 0.2 0.2 0.1 0.24
H 1.356 0.217 -0.686 -1.5 -0.9 0.2 0.20
H 0.060 -0.248 0.562 0.2 1.2 0.4 0.13
H 0.743 -3.029 -3.024 -1.1 -0.4 0.5 0.21
H 0.239 -4.343 -1.864 0.0 0.1 -0.4 0.31
H -1.071 -3.387 -2.620 0.3 0.1 -0.5 0.36
H 0.089 1.474 -2.679 -1.3 -0.9 3.1 0.40
H 0.699 2.739 -3.238 0.3 1.6 0.7 0.27
O 0.476 1.858 -3.421 1.0 -0.6 -3.8 -0.68
H 2.551 1.689 3.133 0.9 -0.6 1.6 0.31
H 1.799 1.961 2.059 -1.1 0.3 -1.5 0.33
O 2.609 2.297 2.415 0.2 0.3 -0.1 -0.65
H -0.829 2.756 1.814 1.2 0.8 -0.8 0.27
H -1.922 1.942 1.993 -2.9 -2.8 -2.2 0.45
O -1.412 2.487 2.496 2.1 2.4 3.7 -0.68
H -0.035 -0.287 3.375 2.7 0.3 0.8 0.33
H 1.123 -1.310 3.286 0.0 2.2 0.7 0.34
O 0.966 -0.366 3.637 -2.7 -2.2 -1.6 -0.68
H -1.699 1.183 -0.087 3.3 -0.3 -3.3 0.37
H -2.937 0.509 0.493 -0.1 -0.2 -0.2 0.25
O -2.358 1.265 0.544 -4.3 0.2 3.2 -0.72